1.
{"formula": "C33H49N7O9S2Sr", "method": "ωB97M-V/def2-TZVPD", "relative_energy_kj_mol": 10.8, "homo_energy_ev": -8.5, "total_charge": 0, "homo_lumo_gap_ev": 8.7, "elements": ["Sr", "O", "C", "O", "C", "O", "C", "C", "O", "O", "H", "H", "H", "H", "H", "C", "N", "C", "C", "N", "N", "C", "N", "N", "H", "H", "H", "H", "H", "H", "H", "H", "H", "H", "H", "N", "C", "C", "C", "C", "N", "H", "H", "H", "H", "H", "H", "H", "H", "H", "H", "H", "H", "O", "S", "C", "C", "C", "C", "C", "C", "C", "C", "C", "C", "C", "C", "C", "C", "H", "H", "H", "H", "H", "H", "H", "H", "H", "H", "H", "H", "H", "H", "C", "C", "C", "C", "C", "C", "C", "S", "O", "O", "O", "H", "H", "H", "H", "H", "H", "H"], "coordinates": [[1.24, -0.99, -0.34], [3.94, -2.55, 2.55], [2.95, -2.76, 1.69], [3.06, -2.46, 0.52], [1.68, -3.37, 2.24], [0.69, -3.35, 1.25], [0.77, -4.44, 0.30], [0.13, -3.99, -1.05], [-0.85, -4.63, -1.42], [0.70, -3.02, -1.63], [4.62, -2.04, 2.07], [1.35, -2.76, 3.08], [1.91, -4.38, 2.61], [0.22, -5.30, 0.68], [1.82, -4.70, 0.12], [-1.34, -1.42, 5.22], [-1.52, -0.55, 4.06], [-2.79, -0.77, 3.39], [-0.42, -0.40, 3.20], [-0.39, -0.63, 1.96], [0.68, 0.11, 3.89], [1.93, 0.39, 3.34], [2.74, 1.07, 4.25], [2.24, 0.09, 2.15], [-2.08, -1.17, 5.98], [-0.35, -1.29, 5.64], [-1.47, -2.48, 4.94], [-3.59, -0.70, 4.13], [-2.86, -1.76, 2.91], [-2.95, 0.00, 2.64], [-1.23, -1.09, 1.60], [0.44, 0.65, 4.71], [2.69, 0.75, 5.20], [3.69, 1.16, 3.93], [3.20, 0.34, 1.91], [-0.02, 2.00, 0.08], [0.75, 2.94, -0.75], [0.06, 3.17, -2.10], [-0.05, 1.90, -2.95], [1.32, 1.35, -3.38], [1.52, -0.03, -2.92], [-0.75, 2.49, 0.59], [0.58, 1.60, 0.80], [1.74, 2.52, -0.90], [0.89, 3.91, -0.27], [0.61, 3.93, -2.65], [-0.94, 3.58, -1.91], [-0.66, 2.11, -3.83], [-0.56, 1.13, -2.37], [2.11, 1.95, -2.92], [1.44, 1.44, -4.46], [2.51, -0.27, -2.95], [1.04, -0.71, -3.51], [-1.37, -1.14, -0.50], [-2.44, -0.79, -1.48], [-3.58, 0.26, -0.54], [-4.64, 0.86, -1.42], [-5.99, 0.71, -1.11], [-6.97, 1.27, -1.92], [-6.61, 1.98, -3.05], [-5.27, 2.14, -3.37], [-4.29, 1.59, -2.56], [-3.44, -2.31, -1.68], [-4.00, -2.83, -0.40], [-3.19, -3.56, 0.48], [-3.70, -4.03, 1.68], [-5.02, -3.77, 2.03], [-5.84, -3.06, 1.16], [-5.33, -2.60, -0.04], [-2.89, 1.02, -0.16], [-3.98, -0.32, 0.28], [-6.27, 0.15, -0.22], [-8.02, 1.14, -1.66], [-7.38, 2.41, -3.68], [-4.99, 2.70, -4.25], [-3.25, 1.72, -2.80], [-2.70, -3.00, -2.10], [-4.20, -2.08, -2.42], [-2.18, -3.80, 0.18], [-3.07, -4.61, 2.34], [-5.42, -4.14, 2.97], [-6.88, -2.88, 1.42], [-5.97, -2.06, -0.73], [7.21, 5.41, -2.50], [6.55, 4.14, -2.02], [6.14, 3.16, -2.91], [5.56, 1.98, -2.47], [5.37, 1.78, -1.11], [5.78, 2.74, -0.20], [6.37, 3.91, -0.65], [4.54, 0.31, -0.54], [5.15, -0.04, 0.74], [4.67, -0.66, -1.61], [3.14, 0.75, -0.36], [7.09, 5.52, -3.58], [8.27, 5.39, -2.28], [6.78, 6.28, -2.01], [6.28, 3.32, -3.98], [5.25, 1.21, -3.16], [5.65, 2.56, 0.86], [6.69, 4.67, 0.06]]}


2.
{"formula": "C6H17NO3", "method": "ωB97M-V/def2-TZVPD", "relative_energy_kj_mol": 228.4, "homo_energy_ev": -8.5, "total_charge": 0, "smiles": "C=CC/C(C)=C/N.O.O.O", "homo_lumo_gap_ev": 9.0, "elements": ["C", "C", "C", "C", "C", "C", "N", "H", "H", "H", "H", "H", "H", "H", "H", "H", "H", "H", "O", "H", "H", "O", "H", "H", "O", "H", "H"], "coordinates": [[1.41, -2.50, 1.51], [1.26, -2.17, 0.25], [1.66, -0.85, -0.35], [0.58, -0.03, -1.02], [0.10, -0.46, -2.40], [0.11, 1.06, -0.41], [-0.50, 2.20, -0.96], [1.05, -3.44, 1.94], [1.95, -1.91, 2.24], [0.67, -2.82, -0.38], [2.12, -0.23, 0.40], [2.43, -1.04, -1.10], [-0.93, -0.83, -2.31], [-0.04, 0.39, -3.08], [0.79, -1.17, -2.86], [0.36, 1.17, 0.63], [-0.64, 2.14, -1.96], [-1.43, 2.38, -0.59], [-1.80, -1.66, 0.53], [-1.14, -1.10, 0.08], [-2.59, -1.68, -0.02], [-1.80, 1.10, 1.81], [-1.77, 0.24, 1.34], [-2.47, 0.93, 2.48], [0.45, 3.51, 1.65], [0.50, 3.73, 0.71], [-0.36, 3.03, 1.85]]}


3.
{"formula": "C18H10ClHoN3O11S2", "method": "ωB97M-V/def2-TZVPD", "homo_energy_ev": [-6.8, -6.8], "total_charge": -1, "spin_multiplicity": 5, "s2": 6.00, "homo_lumo_gap_ev": [9.1, 9.2], "elements": ["Ho", "O", "C", "O", "C", "C", "Cl", "N", "N", "C", "C", "O", "O", "C", "C", "C", "C", "C", "C", "H", "H", "H", "H", "H", "H", "O", "S", "O", "O", "C", "C", "C", "C", "C", "C", "S", "O", "O", "O", "H", "H", "H", "H", "O", "C", "N"], "coordinates": [[0.20, 0.37, -0.07], [-2.31, -4.57, 2.29], [-2.87, -3.56, 2.93], [-3.67, -3.71, 3.81], [-2.48, -2.18, 2.49], [-2.98, -1.01, 3.06], [-3.97, -0.85, 4.42], [-2.48, 0.04, 2.37], [-1.67, -0.39, 1.40], [-1.65, -1.72, 1.44], [-0.87, -2.46, 0.36], [-0.76, -3.69, 0.45], [-0.45, -1.73, -0.57], [-2.85, 1.40, 2.40], [-1.90, 2.39, 2.16], [-2.30, 3.71, 2.12], [-3.63, 4.05, 2.32], [-4.57, 3.07, 2.56], [-4.19, 1.74, 2.59], [-1.65, -4.30, 1.56], [-0.85, 2.12, 2.01], [-1.57, 4.48, 1.91], [-3.93, 5.09, 2.29], [-5.61, 3.33, 2.70], [-4.93, 0.97, 2.75], [1.18, 2.37, 0.19], [2.19, 2.06, -0.83], [2.60, 3.18, -1.64], [1.75, 0.89, -1.60], [3.66, 1.65, 0.15], [4.85, 2.21, -0.27], [5.99, 2.10, 0.52], [5.92, 1.46, 1.74], [4.73, 0.87, 2.14], [3.60, 0.95, 1.34], [2.24, -0.17, 1.73], [2.72, -1.01, 2.80], [2.01, -0.85, 0.45], [1.00, 0.56, 2.09], [4.85, 2.73, -1.21], [6.92, 2.53, 0.17], [6.79, 1.39, 2.37], [4.65, 0.32, 3.07], [-2.15, 3.57, -1.99], [-1.76, 2.57, -1.49], [-1.45, 1.54, -1.00]]}


4.
{"formula": "C19H31N10O2V", "method": "ωB97M-V/def2-TZVPD", "relative_energy_kj_mol": 39.5, "homo_energy_ev": [-16.2, -15.2], "total_charge": 3, "spin_multiplicity": 2, "s2": 1.06, "homo_lumo_gap_ev": [7.6, 6.8], "elements": ["V", "N", "C", "C", "C", "N", "C", "C", "N", "C", "H", "H", "H", "H", "H", "H", "H", "H", "H", "H", "H", "H", "H", "H", "H", "H", "N", "C", "N", "C", "N", "C", "C", "N", "C", "C", "N", "H", "H", "H", "H", "H", "O", "N", "C", "C", "C", "C", "C", "H", "H", "H", "H", "H", "C", "C", "N", "O", "H", "H", "H", "H", "H"], "coordinates": [[-0.17, -0.13, -0.92], [-2.73, 1.46, 2.28], [-1.82, 2.45, 3.00], [-0.95, 1.66, 3.96], [0.07, 0.78, 3.23], [-0.65, -0.29, 2.49], [0.92, 1.61, 2.27], [0.17, 2.54, 1.32], [-0.27, 1.87, 0.04], [-0.99, 3.27, 2.01], [-3.47, 1.14, 2.91], [-2.15, 0.65, 2.03], [-3.19, 1.87, 1.47], [-2.48, 3.12, 3.55], [-1.55, 1.07, 4.65], [-0.41, 2.39, 4.58], [0.73, 0.35, 3.98], [-0.97, -1.00, 3.15], [0.00, -0.77, 1.88], [1.57, 0.94, 1.69], [1.58, 2.23, 2.88], [0.88, 3.32, 1.03], [0.51, 1.99, -0.61], [-1.02, 2.42, -0.36], [-1.64, 3.76, 1.27], [-0.57, 4.09, 2.60], [-2.86, 1.28, -3.94], [-1.69, 1.54, -3.36], [-1.52, 0.68, -2.35], [-2.66, -0.10, -2.41], [-3.49, 0.24, -3.35], [-2.79, -1.23, -1.50], [-3.85, -2.12, -1.52], [-3.88, -3.20, -0.74], [-2.82, -3.39, 0.05], [-1.75, -2.51, 0.09], [-1.72, -1.41, -0.69], [-3.28, 1.74, -4.73], [-1.02, 2.32, -3.67], [-4.69, -1.95, -2.18], [-2.83, -4.27, 0.68], [-0.91, -2.68, 0.74], [1.10, -1.17, 0.24], [1.81, -2.17, -0.36], [2.68, -2.86, 0.40], [3.43, -3.87, -0.17], [3.29, -4.16, -1.52], [2.38, -3.42, -2.28], [1.65, -2.43, -1.67], [2.72, -2.56, 1.44], [4.12, -4.42, 0.46], [3.87, -4.95, -1.97], [2.23, -3.62, -3.33], [0.93, -1.81, -2.19], [3.68, 0.80, -0.82], [2.78, 1.04, -1.99], [3.32, 1.48, -3.11], [1.54, 0.85, -1.93], [4.47, 0.10, -1.10], [3.11, 0.40, 0.01], [4.17, 1.73, -0.53], [4.31, 1.66, -3.18], [2.75, 1.67, -3.92]]}


We obtain total energy values of -3174.66346; -519.23976; -3888.87331; -2383.80111 a.u. for the records listed above, in that order.
We obtain largest force on an atom values of 0.809; 1.153; 3.712; 1.440 eV/A for the records listed above, in that order.